[1]
This record from the OMol25 dataset describes a molecular structure, C26H46Cl2MnN5SSb at a distorted geometry. The level of theory is ωB97M-V with the def2-TZVPD basis set.

Computed properties:
Lowest unoccupied orbital energy (alpha / beta), eV: -5.50 / -5.51
Multiplicity: 2
Total charge: +2
Max |F|, hartree/bohr: 0.0545
HOMO energy (alpha / beta), eV: -12.59 / -12.58

```
82
C26H46Cl2MnN5SSb | the OMol25 dataset | ωB97M-V with the def2-TZVPD basis set
Mn -0.9050 1.0061 0.9129
C -0.3615 2.3976 3.6951
C 0.9352 1.7582 3.1621
N 1.0523 1.8981 1.7030
C 1.3242 3.2789 1.2615
C 0.6137 3.5640 -0.0513
N -0.7853 3.1062 -0.0252
C -1.7535 3.9781 0.6583
C -1.6822 3.8836 2.1822
N -1.4133 2.5097 2.6593
H -0.7217 1.7671 4.5063
H -0.1566 3.3794 4.1221
H 1.7936 2.1944 3.6791
H 0.9157 0.6911 3.3812
H 1.8187 1.3053 1.3995
H 0.9738 3.9612 2.0326
H 2.3926 3.4547 1.1314
H 0.6844 4.6310 -0.2841
H 1.1098 3.0055 -0.8464
H -1.0863 3.0504 -0.9936
H -1.6168 5.0268 0.3781
H -2.7438 3.6655 0.3239
H -0.9080 4.5501 2.5548
H -2.6297 4.2506 2.5783
H -2.2687 2.1381 3.0519
Cl -0.9629 -0.0489 -1.3883
C -2.7272 -0.3497 -1.2790
Cl -3.3601 0.7507 -0.0370
H -2.8894 -1.3733 -0.9606
H -3.1916 -0.1334 -2.2340
C 4.7010 0.9803 -4.1478
C 4.1822 1.1484 -2.7285
C 4.3516 2.5702 -2.2124
Sb 2.0477 0.5690 -2.4863
C 2.2675 -1.5684 -1.9825
C 2.2739 -1.7003 -0.4608
C 3.5168 -2.1964 -2.5881
C 1.0797 0.4334 -4.4739
C 1.0381 1.8290 -5.0829
C 1.7250 -0.5937 -5.3924
H 5.7650 1.2331 -4.1795
H 4.1876 1.6472 -4.8417
H 4.5987 -0.0460 -4.4982
H 4.6928 0.4520 -2.0599
H 3.8308 3.2883 -2.8496
H 5.4118 2.8365 -2.2158
H 3.9858 2.6801 -1.1886
H 1.3776 -2.0518 -2.3950
H 3.2245 -1.3439 -0.0548
H 2.1596 -2.7475 -0.1652
H 1.4685 -1.1222 0.0059
H 4.4212 -1.7012 -2.2325
H 3.5058 -2.1581 -3.6769
H 3.5906 -3.2478 -2.2945
H 0.0638 0.1117 -4.2273
H 2.0357 2.1678 -5.3663
H 0.6111 2.5608 -4.3925
H 0.4260 1.8299 -5.9886
H 2.7644 -0.3480 -5.6064
H 1.1939 -0.6147 -6.3493
H 1.6775 -1.5997 -4.9739
S -2.2921 -4.6560 4.2558
C -1.9219 -3.1166 3.4845
C -0.6321 -2.9156 2.9890
C -0.3136 -1.7136 2.3969
N -1.1807 -0.6975 2.2765
C -2.4131 -0.8848 2.7789
C -2.8228 -2.0539 3.3775
C -3.9404 -4.9851 3.6226
C -4.0305 -5.9028 2.5858
C -5.2913 -6.1785 2.0693
N -6.3942 -5.5893 2.5126
C -6.2983 -4.7332 3.5204
C -5.0914 -4.4055 4.1298
H 0.1103 -3.6992 3.0489
H 0.6792 -1.5551 1.9928
H -3.0986 -0.0493 2.7079
H -3.8272 -2.1284 3.7623
H -3.1458 -6.3883 2.1983
H -5.4140 -6.8950 1.2655
H -7.2280 -4.2942 3.8644
H -5.0801 -3.7531 4.9921
```

[2]
This record from the OMol25 dataset describes 5 unconnected molecules or ions with the total composition C26H46Cl2O16S at a distorted geometry. The level of theory is ωB97M-V with the def2-TZVPD basis set.

Computed properties:
SMILES: C/C(Cl)=C(\Cl)[C@H]1C[C@H](C[C@H]2CO2)OS(=O)(=O)C1.CCOC(=O)OC.CCOC(=O)OC.CCOC(=O)OC.CCOC(=O)OC
Lowest unoccupied orbital energy, eV: 0.20
Total charge: 0
Max |F|, hartree/bohr: 0.0905
HOMO energy, eV: -9.78

```
91
C26H46Cl2O16S | the OMol25 dataset | ωB97M-V with the def2-TZVPD basis set
C -0.1905 -1.8179 0.6949
C -0.7535 -0.3916 0.8143
Cl -0.1681 0.8279 -0.3307
C -1.6417 -0.0699 1.7409
Cl -2.1912 -1.3589 2.8375
C -2.1499 1.3739 1.8764
C -3.4196 1.6774 1.0316
C -4.7081 1.5143 1.9154
C -5.9702 1.4233 1.0294
C -6.6742 -0.0022 1.2693
C -6.9079 -0.3758 2.7821
O -7.9802 0.0344 1.8365
O -4.8735 2.7228 2.7237
S -3.5475 3.0748 3.5815
O -2.9639 4.3351 3.1988
O -3.8705 3.1007 4.9831
C -2.2821 1.7671 3.3956
H -0.9916 -2.5751 0.6397
H 0.4424 -1.9890 1.5875
H 0.4013 -1.9395 -0.2301
H -1.3525 2.0422 1.5133
H -3.5195 0.9630 0.1977
H -3.3890 2.7239 0.6689
H -4.5253 0.6256 2.5459
H -6.7380 2.1657 1.3087
H -5.7566 1.4256 -0.0525
H -6.4058 -0.8280 0.5740
H -6.5364 0.4147 3.4337
H -6.6455 -1.4357 2.7624
H -1.3102 2.1190 3.7719
H -2.6166 0.9410 4.0440
C 4.0815 -3.3749 6.6306
C 2.6311 -3.4979 6.2109
O 2.4520 -3.1066 4.8422
C 2.8043 -4.0190 3.9334
O 3.2369 -5.1195 4.1600
O 2.6116 -3.4891 2.7198
C 3.0286 -4.3304 1.6435
H 4.4567 -2.3716 6.4211
H 4.1921 -3.5804 7.6958
H 4.7106 -4.0741 6.0787
H 2.0194 -2.8199 6.8057
H 2.2494 -4.5065 6.3745
H 2.5821 -5.3206 1.7198
H 4.1163 -4.4012 1.6260
H 2.6949 -3.8705 0.7155
C 4.3859 5.4089 -1.1731
C 3.3210 4.3358 -1.2750
O 2.5391 4.2770 -0.0754
C 1.5989 5.2235 0.0486
O 1.3531 6.0936 -0.7492
O 0.9926 5.0495 1.2258
C 0.0140 6.0469 1.5363
H 4.9888 5.2652 -0.2746
H 5.0387 5.3875 -2.0465
H 3.9381 6.4007 -1.1029
H 3.7965 3.3615 -1.3883
H 2.6815 4.4842 -2.1455
H -0.7101 6.1543 0.7304
H 0.5046 6.9992 1.7379
H -0.5094 5.7243 2.4337
C 0.1789 3.7157 -3.0342
C -1.2707 3.5734 -3.4484
O -1.4580 3.9443 -4.8206
C -1.0996 3.0231 -5.7176
O -0.6558 1.9291 -5.4761
O -1.3018 3.5326 -6.9372
C -0.8811 2.6799 -8.0020
H 0.5456 4.7189 -3.2581
H 0.2965 3.5260 -1.9660
H 0.8148 3.0158 -3.5793
H -1.8868 4.2527 -2.8593
H -1.6422 2.5629 -3.2694
H -1.3178 1.6866 -7.9096
H 0.2071 2.6178 -8.0222
H -1.2238 3.1265 -8.9327
C 2.0153 -5.1724 -5.1257
C 2.5775 -4.5375 -3.8707
O 2.1253 -5.2241 -2.6942
C 2.7614 -6.3659 -2.4157
O 3.6671 -6.8474 -3.0456
O 2.2016 -6.8940 -1.3214
C 2.7320 -8.1691 -0.9547
H 0.9278 -5.2431 -5.0646
H 2.2843 -4.5875 -6.0059
H 2.3955 -6.1859 -5.2573
H 2.2157 -3.5129 -3.7854
H 3.6672 -4.4953 -3.8950
H 3.8172 -8.1369 -0.8705
H 2.4274 -8.9223 -1.6812
H 2.3144 -8.4295 0.0154
```

[3]
This record from the OMol25 dataset describes 4 unconnected molecules or ions with the total composition C26H46FN5O3. The level of theory is ωB97M-V with the def2-TZVPD basis set.

Computed properties:
SMILES: CC(=O)OCCCCCCCC[C@@H]1C[C@@](CCCCN)([C@@H](C)F)NC1=O.CC#N.CC#N.CC#N
Lowest unoccupied orbital energy, eV: 0.14
Total charge: 0
Max |F|, hartree/bohr: 0.0089
HOMO energy, eV: -9.60

```
81
C26H46FN5O3 | the OMol25 dataset | ωB97M-V with the def2-TZVPD basis set
C 7.8335 2.2668 2.5390
C 8.3244 2.8540 1.2398
O 9.3783 3.4101 1.1145
O 7.4674 2.7269 0.1837
C 7.2817 1.3713 -0.2770
C 6.0942 0.6343 0.3424
C 5.1756 -0.0098 -0.6926
C 3.8360 -0.4506 -0.1160
C 2.8880 -1.0123 -1.1759
C 1.7966 -1.9232 -0.6189
C 0.6555 -1.1650 0.0846
C -0.7170 -1.6700 -0.3698
C -1.9371 -1.3395 0.4995
C -3.2820 -1.2276 -0.2516
C -4.0646 -0.0789 0.4529
C -4.0654 1.1907 -0.4439
C -4.1152 2.5617 0.2452
C -5.5185 3.0201 0.6412
C -6.4739 3.2705 -0.5331
N -5.8148 3.9485 -1.6504
C -5.4808 -0.5136 0.8079
C -6.3463 -0.9289 -0.3682
F -5.3638 -1.6219 1.6853
N -3.3272 0.2096 1.7086
C -1.9533 -0.0447 1.3059
O -1.0618 0.7083 1.5438
H 7.9555 1.1810 2.5079
H 8.4239 2.6688 3.3572
H 6.7746 2.4693 2.6853
H 7.1520 1.4608 -1.3554
H 8.2154 0.8351 -0.1053
H 5.5178 1.3471 0.9395
H 6.4563 -0.1381 1.0263
H 5.0080 0.6915 -1.5181
H 5.6717 -0.8849 -1.1267
H 4.0041 -1.2031 0.6636
H 3.3737 0.4075 0.3851
H 2.4077 -0.1787 -1.6983
H 3.4677 -1.5592 -1.9256
H 2.2524 -2.6270 0.0858
H 1.3889 -2.5237 -1.4354
H 0.7389 -1.2406 1.1705
H 0.7448 -0.1005 -0.1379
H -0.8937 -1.3367 -1.3955
H -0.6569 -2.7615 -0.4292
H -2.0669 -2.1376 1.2402
H -3.1023 -0.9810 -1.3008
H -3.8315 -2.1689 -0.2361
H -4.9160 1.1100 -1.1317
H -3.1732 1.1486 -1.0746
H -3.4789 2.5513 1.1282
H -3.6903 3.3017 -0.4351
H -5.4398 3.9276 1.2431
H -5.9762 2.2685 1.2890
H -6.9606 2.3281 -0.8277
H -7.2742 3.9295 -0.1925
H -5.1874 3.3213 -2.1404
H -6.5050 4.2490 -2.3280
H -5.9555 0.2623 1.4055
H -5.8109 -0.8776 -1.3163
H -7.2423 -0.3146 -0.4418
H -6.6627 -1.9618 -0.2236
H -3.5739 -0.5411 2.3564
C -6.9853 -3.9621 3.1337
C -8.2142 -4.7299 3.2967
N -9.1809 -5.3314 3.4252
H -7.1697 -3.0795 2.5258
H -6.6129 -3.6462 4.1065
H -6.2278 -4.5729 2.6459
C -2.2207 -1.2773 -4.8976
C -0.8988 -1.5745 -4.3593
N 0.1388 -1.8078 -3.9334
H -2.1386 -0.5458 -5.6993
H -2.6741 -2.1857 -5.2899
H -2.8580 -0.8731 -4.1124
C 11.4963 0.3760 0.3361
C 10.3580 -0.5343 0.3014
N 9.4606 -1.2469 0.2622
H 12.0885 0.2610 -0.5696
H 11.1404 1.4045 0.4048
H 12.1190 0.1564 1.2013
```

[4]
This record from the OMol25 dataset describes 3 unconnected molecules or ions with the total composition C26H46NO6S at a distorted geometry. The level of theory is ωB97M-V with the def2-TZVPD basis set.

Computed properties:
Lowest unoccupied orbital energy, eV: -5.03
Total charge: +1
Max |F|, hartree/bohr: 0.1028
HOMO energy, eV: -11.43

```
80
C26H46NO6S | the OMol25 dataset | ωB97M-V with the def2-TZVPD basis set
C 3.0753 0.2353 0.4118
C 3.6211 0.1092 -1.0678
C 4.0836 1.4909 -1.7071
C 2.8488 2.3337 -2.2783
C 2.0780 3.0189 -1.0775
C 1.6079 4.5159 -1.3924
C 0.2075 4.7240 -0.6208
C -0.9240 4.6486 -1.7147
C -2.3342 4.1163 -1.2288
C -2.4723 3.8644 0.3186
C -3.9682 3.3577 0.6232
O -4.7932 3.2057 -0.5592
C -4.9443 1.9024 -0.9433
O -5.9336 1.5981 -1.5530
C -3.9045 0.7640 -0.7003
C -3.8540 0.0150 0.5912
C -2.8771 -1.0268 0.8043
N -1.9939 -1.3204 -0.2101
C -1.9872 -0.6871 -1.4232
C -2.9503 0.3783 -1.7480
S -2.8377 1.0950 -3.4270
C -3.0264 -0.1452 -4.7695
O -3.7854 2.1719 -3.6897
O -1.4723 1.6363 -3.5590
H 1.9821 0.5090 0.4072
H 3.5961 1.0230 1.0169
H 3.1991 -0.7409 0.9502
H 2.8303 -0.3638 -1.7222
H 4.4950 -0.5963 -1.0596
H 4.5300 2.1164 -0.8884
H 4.8407 1.2568 -2.4980
H 3.1705 3.0340 -3.0894
H 2.1827 1.5593 -2.7680
H 2.7342 3.0036 -0.1579
H 1.1917 2.3548 -0.8441
H 2.3731 5.2785 -1.1053
H 1.4743 4.5457 -2.5094
H 0.1798 3.9228 0.1542
H 0.2439 5.7682 -0.2188
H -1.0705 5.6701 -2.1680
H -0.5786 3.9795 -2.5483
H -3.1013 4.9010 -1.4944
H -2.5404 3.1599 -1.7641
H -2.2646 4.7594 0.9547
H -1.7761 3.0365 0.6516
H -3.9499 2.4669 1.2990
H -4.4439 4.1857 1.2246
H -4.6249 0.3257 1.3409
H -2.8829 -1.5384 1.7993
H -1.2909 -2.0498 -0.0306
H -1.2006 -1.0226 -2.1490
H -4.0126 0.0456 -5.2730
H -3.0083 -1.2031 -4.4064
H -2.2113 0.0604 -5.5101
C 4.6151 -1.6467 5.0678
C 4.4215 -2.7724 4.0710
C 2.9443 -2.6512 3.7438
O 2.6017 -1.2650 3.8745
C 3.6854 -0.5797 4.5201
H 5.6476 -1.3080 5.1532
H 4.2767 -1.9652 6.0581
H 5.0198 -2.5816 3.1751
H 4.6926 -3.7547 4.4586
H 2.3320 -3.2172 4.4544
H 2.7093 -2.9925 2.7325
H 4.1888 0.0367 3.7674
H 3.2920 0.0751 5.2994
C -1.2972 -6.5809 -0.2638
C -0.6210 -6.6998 1.0897
C -0.2882 -5.2535 1.4058
O -1.3017 -4.4485 0.7764
C -2.0604 -5.2771 -0.1218
H -1.9415 -7.4248 -0.5086
H -0.5413 -6.4884 -1.0490
H -1.3304 -7.0894 1.8250
H 0.2562 -7.3460 1.0871
H 0.6797 -4.9662 0.9831
H -0.2730 -5.0510 2.4778
H -3.0463 -5.4408 0.3250
H -2.1919 -4.7611 -1.0759
```

[5]
This record from the OMol25 dataset describes a molecular structure, C26H46O2P2Ru at a distorted geometry. The level of theory is ωB97M-V with the def2-TZVPD basis set.

Computed properties:
Lowest unoccupied orbital energy (alpha / beta), eV: -5.68 / -8.53
Multiplicity: 5
Total charge: +2
Max |F|, hartree/bohr: 0.0959
HOMO energy (alpha / beta), eV: -11.76 / -12.48

```
77
C26H46O2P2Ru | the OMol25 dataset | ωB97M-V with the def2-TZVPD basis set
Ru -0.4879 -0.9712 -2.9637
C -0.4849 -2.1971 2.5448
C 0.8744 -2.3856 2.1658
C 0.8090 -0.7929 3.8312
C -0.5201 -1.2162 3.5704
C 1.6666 -1.4906 2.9348
C -1.6642 -2.9542 2.0768
H -1.4659 -3.4843 1.1411
H -2.5120 -2.2774 1.9109
H -1.9780 -3.6902 2.8315
C -1.7190 -0.8336 4.3292
H -2.6280 -0.9558 3.7193
H -1.6630 0.2088 4.6718
H -1.8408 -1.4718 5.2245
C 1.2115 0.1338 4.9077
H 0.8361 -0.2340 5.8770
H 0.7897 1.1385 4.7370
H 2.3051 0.1997 4.9636
C 3.1408 -1.4048 2.8884
H 3.5992 -2.1741 3.5339
H 3.4971 -0.4276 3.2410
H 3.5249 -1.5656 1.8700
C 1.4279 -3.4194 1.2636
H 2.0720 -4.1093 1.8381
H 2.0550 -2.9907 0.4613
H 0.6312 -4.0125 0.7992
C -1.7203 0.2200 -3.9979
C -1.8534 -1.1444 -4.3988
C -1.1343 -1.6981 -5.6008
C 0.4206 -1.5148 -5.5510
C 1.0064 -1.2704 -4.1811
C 1.0583 0.0569 -3.5930
C 0.6065 1.2627 -4.3772
C -0.9149 1.2516 -4.7471
H -1.5331 -1.2858 -6.5491
H 0.7504 -0.7537 -6.2780
H -1.3590 -2.7780 -5.6217
H -1.0386 1.1217 -5.8323
H -2.5156 0.6504 -3.3838
H -2.7644 -1.6640 -4.0998
H -1.3360 2.2509 -4.5176
H 0.8074 2.1846 -3.7924
H 1.8084 0.2459 -2.8298
H 1.2223 1.3658 -5.2913
H 0.8590 -2.4787 -5.8558
H 1.7872 -1.9483 -3.8338
P -0.8659 1.0301 0.3062
P 1.5551 1.7137 0.7271
C -0.5252 2.5262 -0.7536
C 0.8686 3.0034 -0.3677
H -1.3325 3.2281 -0.4628
H -0.6385 2.3042 -1.8189
H 1.5310 3.1037 -1.2274
H 0.7857 3.9494 0.1704
C 2.2148 2.7084 2.1444
H 2.9658 2.1409 2.7209
H 1.4263 2.9923 2.8591
H 2.6830 3.6317 1.7692
C 3.0073 1.1000 -0.1641
H 3.3764 1.8988 -0.8169
H 2.6777 0.2410 -0.7549
H 3.7839 0.7809 0.5424
C -2.6170 0.8397 -0.1684
H -2.9526 -0.2001 -0.3192
H -2.8404 1.3978 -1.0891
H -3.1515 1.2758 0.6944
C -0.7028 -2.2870 -1.4789
H -0.3489 -2.0279 -0.4646
H -0.1803 -3.1760 -1.8761
H -1.7917 -2.4670 -1.4750
C -2.6826 3.0647 3.1094
C -1.3057 2.5177 2.9680
O -0.3831 2.8153 3.7387
O -1.1647 1.6149 2.0099
H -2.6630 3.7951 3.9221
H -3.3776 2.2490 3.3490
H -2.9851 3.5393 2.1696
```

[6]
This record from the OMol25 dataset describes a molecular structure, C26H47BrO8PtS2Si at a distorted geometry. The level of theory is ωB97M-V with the def2-TZVPD basis set.

Computed properties:
Lowest unoccupied orbital energy, eV: -1.98
Total charge: 0
Max |F|, hartree/bohr: 0.0286
HOMO energy, eV: -8.59

```
86
C26H47BrO8PtS2Si | the OMol25 dataset | ωB97M-V with the def2-TZVPD basis set
Pt 0.5657 -1.6839 -0.8777
C 5.2016 4.4566 -0.8811
C 5.6159 3.0860 -1.4342
C 6.6633 2.4843 -0.4984
C 6.2478 3.2654 -2.8208
C 4.3794 2.1961 -1.5479
C 4.2422 1.0028 -0.8653
C 3.0615 0.3005 -1.0352
Br 2.8330 -1.3462 -0.1054
C 1.9834 0.6912 -1.8117
O 0.8467 -0.0080 -1.8975
C 2.1221 1.8987 -2.5318
C 3.3124 2.5900 -2.3601
C 1.0649 2.5235 -3.4638
C -0.1945 1.6819 -3.7034
C 0.6199 3.8623 -2.8574
C 1.7071 2.7674 -4.8387
H 6.0784 5.0981 -0.7672
H 4.7235 4.3534 0.0950
H 4.5008 4.9628 -1.5466
H 7.5190 3.1579 -0.4305
H 7.0285 1.5221 -0.8645
H 6.2718 2.3450 0.5117
H 7.1422 3.8885 -2.7501
H 5.5598 3.7471 -3.5170
H 6.5354 2.3015 -3.2451
H 5.0200 0.6113 -0.2252
H 3.4172 3.5229 -2.8992
H -0.7679 1.5234 -2.7924
H 0.0379 0.7055 -4.1269
H -0.8225 2.2222 -4.4157
H 0.1777 3.7097 -1.8708
H -0.1317 4.3278 -3.4989
H 1.4514 4.5614 -2.7520
H 2.0525 1.8283 -5.2751
H 2.5558 3.4506 -4.7914
H 0.9688 3.2044 -5.5142
C -4.2733 -3.1291 -0.0595
C -4.3597 -1.6098 -0.0439
C -3.9772 -1.0203 -1.3937
C -5.7477 -1.1490 0.3725
O -3.4622 -1.0739 0.9454
Si -2.0167 -1.3727 1.5983
S -0.5294 -0.2347 0.5019
O -1.6393 -2.9390 1.6230
C -1.2487 -3.8572 2.6699
C -1.2101 -5.2321 2.0213
C 0.1271 -3.4503 3.1786
C -2.2868 -3.8366 3.7842
O -1.9982 -0.7453 3.0982
C -2.4931 0.4822 3.6591
C -2.4665 1.6033 2.6265
C -1.5685 0.8092 4.8209
C -3.9152 0.2253 4.1384
H -4.9979 -3.5336 -0.7688
H -4.4950 -3.5321 0.9307
H -3.2776 -3.4605 -0.3538
H -4.6964 -1.3290 -2.1549
H -2.9872 -1.3555 -1.7015
H -3.9749 0.0695 -1.3373
H -6.4946 -1.4924 -0.3451
H -5.7845 -0.0595 0.4188
H -6.0012 -1.5490 1.3558
H -0.5958 -5.2133 1.1250
H -2.2166 -5.5538 1.7487
H -0.7898 -5.9602 2.7177
H 0.8541 -3.5045 2.3667
H 0.4481 -4.1214 3.9772
H 0.1057 -2.4309 3.5689
H -3.2679 -4.1002 3.3847
H -2.3464 -2.8536 4.2499
H -2.0208 -4.5688 4.5489
H -1.4508 1.7560 2.2530
H -2.8013 2.5368 3.0810
H -3.1212 1.3758 1.7834
H -0.5478 0.9467 4.4609
H -1.5735 -0.0053 5.5467
H -1.8889 1.7245 5.3218
H -4.5384 -0.0928 3.3013
H -4.3464 1.1312 4.5690
H -3.9230 -0.5580 4.8980
O 0.6504 -3.6556 -0.3072
S 0.0304 -3.8483 -1.7386
O -0.4772 -5.1322 -2.0288
O 1.0396 -3.2071 -2.6196
O -1.0387 -2.7055 -1.5867
```